1.
Below is C25H65F6MgN9O15S2 as an isolated structure, with properties calculated with wB97M-V/def2-TZVPD.

The charge is 0.

Positions of all 123 atoms, in Å:
Mg 2.7606 -1.4310 0.4883
C -0.7502 -1.3272 -1.2742
C -0.0254 -0.6249 -0.1303
O 0.8296 -1.4569 0.5968
H -1.4225 -0.6289 -1.7845
H -1.3968 -2.1426 -0.9421
H -0.0839 -1.6568 -2.0743
H -0.7879 -0.1126 0.4743
H 0.4992 0.2172 -0.6069
C 5.1257 -3.0191 -2.5772
F 4.4255 -4.1518 -2.4878
F 6.0167 -3.0041 -1.5956
F 5.7602 -3.0382 -3.7372
S 3.9035 -1.5497 -2.5815
O 4.3291 -0.5798 -3.5467
O 2.6147 -2.1008 -2.9502
N 3.9119 -1.0455 -0.9224
S 5.2627 -0.1820 -0.7141
O 5.6089 -0.2135 0.6847
O 6.3502 -0.3375 -1.6327
C 4.6893 1.6215 -1.1012
F 5.3380 2.4153 -0.2592
F 4.9380 1.9297 -2.3592
F 3.3669 1.7334 -0.9486
C -1.6262 -3.9417 2.0436
O -2.2349 -4.8508 2.5912
N -1.3945 -2.6942 2.6000
N -0.8138 -4.1070 0.9720
H -1.7496 -2.6186 3.5405
H -0.7010 -2.0588 2.2261
H -0.3808 -3.2683 0.6232
H -0.5071 -5.0666 0.9603
C -4.7021 -0.3623 2.1101
O -4.3917 -0.0420 3.2492
N -3.7712 -0.6917 1.1619
N -5.9619 -0.3322 1.6072
H -2.7983 -0.8080 1.3796
H -4.1193 -0.8924 0.2420
H -6.6485 -0.1478 2.3206
H -6.1491 -0.1003 0.6500
C 2.9714 1.4207 1.9292
O 2.9704 0.3072 1.3952
N 2.0335 2.3734 1.7151
N 3.9008 1.8022 2.8153
H 2.3152 3.2616 2.0820
H 1.1614 2.2150 1.2457
H 4.6146 1.1288 3.0461
H 4.0054 2.7054 3.2353
C -3.4422 0.7639 -4.2272
C -4.7171 0.7305 -5.0656
O -5.7115 0.0413 -4.2845
H -2.6332 1.2073 -4.8081
H -3.1191 -0.2622 -4.0322
H -3.5397 1.1576 -3.2162
H -4.5153 0.2430 -6.0224
H -5.1593 1.7096 -5.2652
H -6.5319 0.3189 -4.7050
C -4.2433 -3.2315 -1.2140
C -4.2084 -2.3421 -2.4247
O -5.3545 -2.5015 -3.2535
H -3.2830 -3.3270 -0.7049
H -4.5026 -4.2707 -1.4225
H -5.0051 -2.8423 -0.5360
H -3.3430 -2.5545 -3.0630
H -4.2126 -1.2758 -2.1718
H -5.5141 -1.6619 -3.7160
C -0.8841 1.2579 2.8737
C -1.5921 2.2976 2.0275
O -0.9872 3.5830 2.0850
H 0.0766 0.9953 2.4282
H -1.4690 0.3345 2.8912
H -0.7035 1.4762 3.9277
H -2.6207 2.1862 2.3898
H -1.6516 1.9892 0.9841
H -0.8204 3.8561 2.9913
C 2.3186 -0.3000 5.7504
O 2.9039 -1.2553 4.8764
C 1.9370 -1.9195 4.0879
C 2.5339 -2.9278 3.0930
N 3.5231 -2.3089 2.1963
C 4.4042 -3.3453 1.6018
C 3.7491 -4.2735 0.5990
O 2.7905 -3.5110 -0.1222
C 1.8316 -4.3137 -0.8032
H 3.1680 0.1318 6.2850
H 1.7252 -0.7214 6.5636
H 1.8449 0.5355 5.2326
H 1.4487 -1.1837 3.4377
H 1.1917 -2.4473 4.6863
H 1.7763 -3.5367 2.5991
H 3.0677 -3.6877 3.6815
H 4.1786 -1.8727 2.8384
H 5.0796 -3.8187 2.3227
H 5.2143 -2.8442 1.0583
H 3.3292 -5.1405 1.1157
H 4.5621 -4.6259 -0.0387
H 1.0080 -3.6929 -1.1428
H 1.4802 -5.1233 -0.1607
H 2.2349 -4.8296 -1.6771
C -1.2797 7.8076 0.7877
O -0.2405 7.0381 0.2138
C -0.6472 6.4821 -1.0291
C -1.3255 5.1279 -0.8377
N -1.7278 4.5614 -2.1447
C -2.4043 3.2598 -2.0266
C -1.3869 2.1389 -2.0412
O -0.5691 2.2903 -3.1779
C 0.4766 1.3401 -3.2499
H -0.8820 8.3164 1.6673
H -2.1439 7.1884 1.0286
H -1.5001 8.6564 0.1321
H 0.2224 6.3786 -1.6837
H -1.2611 7.1472 -1.6452
H -2.1567 5.1462 -0.1315
H -0.6091 4.4395 -0.3750
H -0.8291 4.4014 -2.5851
H -3.0467 3.1103 -2.8998
H -3.1215 3.1866 -1.2081
H -1.8811 1.1612 -2.0998
H -0.7775 2.1410 -1.1279
H 1.1706 1.5166 -2.4251
H 0.9929 1.4094 -4.2059
H 0.0273 0.3423 -3.2416

2.
Below is one molecule with the formula C28H30ClN3O4, with properties calculated with wB97M-V/def2-TZVPD.

The charge is 0. As for the SMILES: CCCCN1CC(=O)N2[C@H](c3ccc(Cl)cc3)[C@@H]3C(=O)N(CC)C(=O)[C@@H]3[C@]2(Cc2ccccc2)C1=O. For the relative energy (zero: lowest compared OMol25 entry of this formula, charge and spin), the calculation gives 4.93 kcal per mole.

Positions of all 66 atoms, in Å:
C -2.3791 -3.0912 -2.5072
C -1.2273 -2.9090 -1.5253
C -0.1082 -2.0737 -2.1447
C 1.1637 -1.9983 -1.2970
N 0.9958 -1.2651 -0.0548
C 0.6671 -1.9764 1.1592
C -0.3716 -1.1972 1.9682
O -1.2931 -1.7362 2.5398
N -0.1695 0.1374 1.9450
C -1.2474 1.0839 2.2081
C -2.5522 0.6008 1.6247
C -2.6022 0.1328 0.3170
C -3.7908 -0.3074 -0.2288
C -4.9417 -0.2791 0.5422
Cl -6.4289 -0.8346 -0.1343
C -4.9120 0.1867 1.8450
C -3.7140 0.6241 2.3795
C -0.7459 2.4045 1.5878
C -1.3739 2.8228 0.2574
O -2.5418 3.0016 0.0299
N -0.3546 3.0799 -0.6209
C -0.5860 3.5659 -1.9672
C -0.9404 2.4135 -2.8980
C 0.9136 2.8752 -0.1084
O 1.9296 3.3203 -0.5667
C 0.7360 2.2244 1.2657
C 1.0171 0.7091 1.3234
C 2.3004 0.3891 2.1416
C 3.4364 -0.1214 1.2917
C 4.0340 -1.3451 1.5645
C 5.0640 -1.8208 0.7714
C 5.5096 -1.0740 -0.3046
C 4.9368 0.1592 -0.5676
C 3.9122 0.6389 0.2285
C 1.0877 0.0708 -0.0749
O 1.1566 0.7270 -1.0980
H -2.7438 -2.1261 -2.8513
H -3.2015 -3.6230 -2.0357
H -2.0545 -3.6585 -3.3769
H -0.8378 -3.8925 -1.2491
H -1.6036 -2.4277 -0.6204
H 0.1668 -2.5074 -3.1087
H -0.4636 -1.0588 -2.3306
H 1.5240 -2.9992 -1.0510
H 1.9364 -1.4748 -1.8675
H 0.2224 -2.9389 0.9028
H 1.5615 -2.1713 1.7601
H -1.3628 1.1995 3.2935
H -1.7053 0.1174 -0.2872
H -3.8309 -0.6681 -1.2440
H -5.8146 0.2039 2.4351
H -3.6866 0.9833 3.3971
H -0.9226 3.2302 2.2816
H 0.3372 4.0528 -2.2873
H -1.4014 4.2926 -1.9256
H -0.1521 1.6657 -2.8626
H -1.0422 2.7778 -3.9163
H -1.8812 1.9628 -2.5892
H 1.3847 2.7516 1.9676
H 2.0552 -0.3343 2.9216
H 2.6346 1.2962 2.6504
H 3.7073 -1.9289 2.4154
H 5.5174 -2.7749 0.9968
H 6.3078 -1.4471 -0.9288
H 5.2893 0.7553 -1.3953
H 3.4798 1.6039 0.0135

Sequential strongest force on any atom output: 0.113 0.013 hartree/bohr
Sequential calculated total energy output: -4208.672019 -2010.499367 Eh